(1)
The following is a quantum chemistry calculation of 2 unconnected molecules or ions with the total composition C3H4O2 in a non-equilibrium geometry, from OMol25.

Cartesian coordinates (Å):
C -2.2281 0.6152 0.0470
C -1.8612 -0.5024 -0.1461
C 1.3540 -0.5805 -0.2480
O 2.6278 -0.7642 -0.3195
O 1.0991 0.6184 0.2947
H -2.3177 1.6543 0.0834
H -1.8309 -1.5648 -0.4689
H 3.0403 -0.1220 0.2642
H 0.1168 0.6459 0.4931

Atoms 1-6, force components in eV/Å:
C 0.5689 0.3048 -0.0650
C -0.6034 -2.5624 -0.8691
C -1.7727 0.1333 -0.3988
O 0.3756 -0.3662 0.1421
O -0.7276 -0.5574 0.6011
H -0.3825 0.8778 0.2828

The HOMO-LUMO gap comes out at 10.070 eV. The charge is 0. For the LUMO energy, the calculation gives 0.92 eV.

(2)
The following is a quantum chemistry calculation of a single C16H19NO3 molecule, from OMol25.

Cartesian coordinates (Å):
C 0.4584 4.1377 -0.5206
C 1.1934 3.4394 0.5833
C 1.9228 4.1565 1.5205
C 2.6040 3.4903 2.5252
C 2.5593 2.1140 2.6063
C 1.8267 1.3815 1.6714
O 1.8696 0.0247 1.8476
C 1.1037 -0.8540 1.0540
C -0.2562 -1.1806 1.6911
C -1.3613 -0.1711 1.3549
C -1.6730 -0.1995 -0.1314
O -1.3622 0.6818 -0.9043
N -2.3393 -1.3107 -0.5277
C -2.4819 -1.6525 -1.9287
C -1.5563 -2.7646 -2.3026
C -1.7832 -4.0133 -2.8024
C -0.5122 -4.6281 -2.9243
C 0.3878 -3.7109 -2.4814
O -0.2326 -2.5824 -2.1027
C 1.1526 2.0528 0.6609
H 1.1508 4.4023 -1.3205
H -0.0010 5.0557 -0.1596
H -0.3108 3.4916 -0.9360
H 1.9564 5.2348 1.4651
H 3.1724 4.0491 3.2544
H 3.0822 1.5799 3.3840
H 0.9780 -0.4850 0.0325
H 1.7001 -1.7722 1.0138
H -0.1165 -1.2126 2.7737
H -0.5559 -2.1786 1.3618
H -2.2637 -0.4188 1.9182
H -1.0440 0.8353 1.6281
H -2.5147 -2.0435 0.1418
H -2.2319 -0.7422 -2.4838
H -3.5120 -1.9452 -2.1464
H -2.7316 -4.4386 -3.0593
H -0.3055 -5.6131 -3.2884
H 1.4551 -3.7376 -2.3885
H 0.5724 1.5274 -0.0801

Atoms 1-6, force components in eV/Å:
C 0.0415 0.0008 -0.0463
C 0.0845 0.0826 0.1627
C -0.0544 0.0614 -0.0693
C 0.0044 -0.0342 0.0024
C -0.0529 -0.2212 -0.0279
C 0.2057 0.2141 0.1749

The HOMO-LUMO gap comes out at 8.801 eV. The charge is 0. For the LUMO energy, the calculation gives 0.71 eV.

(3)
The following is a quantum chemistry calculation of a molecular structure, C12H19BF2IrO3Se, from OMol25.

Cartesian coordinates (Å):
Ir 0.7773 0.5618 1.6523
C -1.3869 1.1683 3.8972
O -0.9820 0.2767 2.8258
C -0.9168 -1.1149 3.2451
C -0.7331 -2.0198 2.0294
O 0.3780 -1.6069 1.2038
C 1.6769 -2.2445 1.1682
C 2.7576 -1.3756 1.8107
O 2.7192 -0.0404 1.2156
C 3.8723 0.7756 1.5722
H -2.4117 0.9332 4.1779
H -0.7203 1.0525 4.7517
H -1.3269 2.1780 3.5056
H -0.1073 -1.2210 3.9744
H -1.8583 -1.3728 3.7322
H -0.6345 -3.0614 2.3347
H -1.6049 -1.9227 1.3832
H 1.6524 -3.2291 1.6362
H 1.9090 -2.3666 0.1104
H 2.6325 -1.2728 2.8938
H 3.7390 -1.8070 1.6091
H 4.7491 0.3408 1.0973
H 3.6796 1.7710 1.1860
H 3.9872 0.8031 2.6553
F 1.1467 3.1229 0.3196
B 0.7870 1.8569 0.1717
F 0.4907 1.5711 -1.1400
Se -0.6280 -0.4032 -2.0031
C -1.4284 0.2401 -3.4799
C -0.6852 0.3601 -4.6924
C -1.3069 0.8106 -5.8253
C -2.6612 1.1665 -5.7693
C -3.4082 1.0711 -4.5863
C -2.8043 0.6147 -3.4467
H 0.3608 0.0835 -4.6913
H -0.7650 0.8968 -6.7566
H -3.1465 1.5275 -6.6678
H -4.4508 1.3566 -4.5845
H -3.3483 0.5193 -2.5164

Atoms 1-6, force components in eV/Å:
Ir 0.5398 -0.0328 0.5452
C -0.0052 0.0698 0.0223
O -0.2196 -0.0622 -0.4607
C 0.0951 -0.1190 -0.1424
C -0.0287 0.1958 0.0456
O 0.1831 0.0521 0.0441

The HOMO-LUMO gap (spin up / spin down) comes out at 5.717 / 6.202 eV. The charge is +2. For the LUMO energy (spin up / spin down), the calculation gives -9.18 / -9.16 eV. The expectation value of S² is 0.760. The spin multiplicity is 2.

(4)
The following is a quantum chemistry calculation of a single C5H11P molecule in a non-equilibrium geometry, from OMol25.

Cartesian coordinates (Å):
C -1.9408 0.6247 0.0139
C -0.7339 1.5108 -0.3253
C 0.3890 0.6699 0.2378
P 2.2480 1.1894 0.0013
C 1.1452 -0.4118 -0.4722
C 1.1876 -1.8355 -0.0659
H -1.6770 -0.2879 -0.5065
H -2.7967 1.0606 -0.4415
H -2.1581 0.3758 1.0356
H -0.6890 2.5453 0.2092
H -0.7940 1.6032 -1.3640
H 0.1086 0.2805 1.2771
H 2.8407 1.0545 1.3374
H 1.1887 -0.3604 -1.5354
H 1.3092 -1.9926 1.0851
H 1.9916 -2.3747 -0.4505
H 0.3237 -2.3411 -0.4674

Atoms 1-6, force components in eV/Å:
C 0.2207 0.4900 -0.9314
C -0.0673 0.3964 3.6887
C 1.6110 -0.5748 1.0117
P -1.0927 -1.0380 0.3454
C 0.8092 1.7912 0.5558
C -0.2833 0.0628 3.2647

The HOMO-LUMO gap comes out at 9.944 eV. The charge is 0. For the LUMO energy, the calculation gives 1.17 eV.

(5)
The following is a quantum chemistry calculation of a single C3H2Cl4 molecule in a non-equilibrium geometry, from OMol25.

Cartesian coordinates (Å):
C 0.3564 -0.5127 0.2899
C 1.2615 0.4480 0.5512
C -1.1304 -0.0874 -0.3552
Cl 2.8988 0.2399 0.9504
Cl -1.0550 -0.4011 -2.1496
Cl -2.3631 -1.2009 0.2594
Cl -1.4946 1.5849 -0.0265
H 0.4434 -1.5342 0.0135
H 1.0830 1.4634 0.4671

Atoms 1-6, force components in eV/Å:
C -8.5520 -4.2354 -2.3790
C 5.7955 4.4029 1.5557
C 3.0182 -1.1530 0.7516
Cl -0.3927 -0.7136 -0.1187
Cl 0.1422 0.3996 0.3184
Cl 0.1327 0.2490 0.2401

The HOMO-LUMO gap (spin up / spin down) comes out at 6.909 / 8.162 eV. The charge is 0. For the LUMO energy (spin up / spin down), the calculation gives 0.50 / -2.96 eV. The expectation value of S² is 2.008. The spin multiplicity is 3.

(6)
The following is a quantum chemistry calculation of 9 unconnected molecules or ions with the total composition C27H41BrO24SSi in a non-equilibrium geometry, from OMol25.

Cartesian coordinates (Å):
C 1.8688 -1.6091 -1.1351
C 1.0972 -0.2898 -1.1968
C -0.2249 -0.3279 -1.9931
Si -1.2506 -1.8704 -1.8209
S -2.1635 -2.0417 0.0961
Br -2.9858 -1.6145 -3.1915
H 2.8332 -1.4562 -0.6246
H 1.3447 -2.3802 -0.5558
H 2.0903 -2.0055 -2.1401
H 0.8814 0.0478 -0.1690
H 1.7457 0.4826 -1.6378
H -0.8711 0.4965 -1.6444
H -0.0545 -0.1435 -3.0691
H -0.5630 -3.1200 -2.1735
H -1.0248 -2.4215 0.6967
O -0.5087 3.8468 0.4599
C -1.4799 3.2060 0.1642
O -1.4586 1.8905 -0.1288
C -2.8172 1.4188 -0.2092
C -3.5771 2.6950 -0.5202
O -2.7291 3.6989 0.0716
H -2.9047 0.6580 -0.9787
H -3.0886 0.9901 0.7559
H -3.6464 2.8824 -1.5921
H -4.5661 2.7165 -0.0762
O -5.4929 0.2654 -1.1381
C -6.3445 0.4988 -0.3318
O -6.5680 1.7277 0.1846
C -7.7550 1.6916 0.9815
C -7.8518 0.2163 1.3255
O -7.1913 -0.3984 0.2068
H -7.6067 2.3328 1.8459
H -8.5873 2.0529 0.3757
H -7.2904 -0.0230 2.2285
H -8.8672 -0.1620 1.3993
O -6.0044 1.9827 3.5230
C -5.6125 3.0913 3.7461
O -4.5566 3.6579 3.1259
C -4.5082 5.0464 3.4703
C -5.2794 5.0715 4.7809
O -6.1566 3.9460 4.6373
H -3.4707 5.3574 3.5510
H -5.0051 5.6141 2.6826
H -4.6373 4.8973 5.6449
H -5.8733 5.9679 4.9345
O 4.6401 3.0817 -1.7493
C 3.6595 3.4221 -1.1532
O 3.3093 4.6976 -0.8973
C 1.9750 4.7036 -0.3628
C 1.8611 3.3079 0.2239
O 2.7695 2.5629 -0.6098
H 1.8881 5.5011 0.3688
H 1.2733 4.8728 -1.1803
H 2.2216 3.2595 1.2517
H 0.8658 2.8765 0.1558
O 0.2122 -2.4568 -9.0146
C 0.1719 -2.0921 -7.8806
O 0.7984 -2.7065 -6.8458
C 0.7124 -1.8683 -5.6929
C -0.5078 -1.0165 -6.0076
O -0.5063 -1.0063 -7.4360
H 0.6046 -2.4893 -4.8064
H 1.6280 -1.2772 -5.6237
H -1.4256 -1.4778 -5.6435
H -0.4433 0.0048 -5.6410
O 0.9979 -4.6595 -0.2264
C 1.0360 -4.5781 0.9679
O -0.0034 -4.8303 1.7975
C 0.4954 -4.8627 3.1443
C 1.7520 -4.0139 3.0435
O 2.1172 -4.2032 1.6738
H -0.2622 -4.4637 3.8129
H 0.7152 -5.8989 3.4028
H 1.5559 -2.9528 3.2050
H 2.5767 -4.3420 3.6692
O 4.5114 -5.6144 2.5387
C 5.0264 -5.1668 1.5584
O 5.2793 -3.8558 1.3527
C 6.0780 -3.7186 0.1784
C 5.7666 -5.0053 -0.5703
O 5.4337 -5.8993 0.4957
H 5.7840 -2.8140 -0.3476
H 7.1264 -3.6536 0.4750
H 4.8966 -4.9051 -1.2208
H 6.6052 -5.4119 -1.1289
O 4.1454 -0.2025 3.5402
C 4.7753 0.3435 2.6867
O 5.0564 1.6706 2.6637
C 6.0024 1.9234 1.6207
C 5.7712 0.7408 0.6961
O 5.3088 -0.2657 1.6029
H 5.7959 2.8819 1.1510
H 7.0063 1.9335 2.0477
H 4.9863 0.9414 -0.0344
H 6.6682 0.3987 0.1865

Atoms 1-6, force components in eV/Å:
C 0.2966 0.0729 0.1008
C 0.1231 0.2401 0.0327
C -0.0009 0.2554 -0.0258
Si 0.1013 -0.0151 -0.0013
S -0.0412 -0.0745 0.1663
Br -0.1330 0.0172 -0.0522

The HOMO-LUMO gap comes out at 9.722 eV. The charge is 0. For the LUMO energy, the calculation gives 0.15 eV.

(7)
The following is a quantum chemistry calculation of a single C4H8N2O molecule in a non-equilibrium geometry, from OMol25.

Cartesian coordinates (Å):
C -1.8142 0.6921 0.6697
N -0.4436 0.2258 0.8680
C 0.2135 -0.0784 -0.3766
C -0.2941 -1.2433 -1.1459
N -0.6632 -2.1848 -1.7058
C 1.7189 -0.3234 -0.3517
O 2.4450 0.6225 0.3918
H -2.4372 -0.0107 0.0937
H -2.2876 0.8658 1.6385
H -1.7953 1.6486 0.1339
H -0.4247 -0.5688 1.4990
H 0.0619 0.7977 -1.0227
H 1.8371 -0.4127 -1.4612
H 2.0371 -1.3110 -0.0070
H 1.8464 1.2806 0.7763

Atoms 1-6, force components in eV/Å:
C -0.1499 0.0768 0.0069
N 0.0141 -0.2125 0.0540
C -0.0552 0.0349 -0.1610
C -0.9183 -0.8715 -0.2560
N 0.3044 0.8002 0.4412
C -0.1499 -0.4309 -0.3089

The HOMO-LUMO gap comes out at 10.904 eV. The charge is 0. For the LUMO energy, the calculation gives 0.74 eV.

(8)
The following is a quantum chemistry calculation of 2 unconnected molecules or ions with the total composition C26H19F5N2O2 in a non-equilibrium geometry, from OMol25.

Cartesian coordinates (Å):
C 5.2398 1.7085 0.5136
N 4.8350 0.3355 0.2557
C 5.7633 -0.6434 -0.0530
C 5.0892 -1.8053 -0.1882
N 3.7447 -1.5479 0.0654
C 2.7338 -2.5649 0.0839
C 2.5705 -3.3559 -1.0434
F 3.3576 -3.1388 -2.1246
C 1.5739 -4.3219 -1.0994
F 1.4316 -5.0906 -2.1993
C 0.7069 -4.4718 -0.0180
F -0.3272 -5.3340 -0.1002
C 0.8914 -3.7167 1.1426
F 0.0213 -3.8404 2.1690
C 1.9480 -2.8160 1.2061
F 2.2259 -2.1832 2.3726
C 3.5968 -0.2224 0.2936
C 2.3708 0.4897 0.6902
C 1.0872 -0.0826 0.2774
C -0.0211 0.2316 0.9880
C -1.2595 -0.5131 0.8985
C -2.2576 -0.3998 1.8992
C -3.4031 -1.1862 1.8403
C -3.5820 -2.0969 0.7858
C -2.6050 -2.2090 -0.2114
C -1.4729 -1.3987 -0.1805
O 2.4620 1.5215 1.3852
H 4.3713 2.3698 0.5002
H 5.7461 1.7710 1.4885
H 5.9620 1.9993 -0.2605
H 6.8083 -0.3992 -0.1304
H 5.4656 -2.7823 -0.4133
H 1.0757 -0.6699 -0.6445
H 0.0163 1.0446 1.7195
H -2.0950 0.3142 2.7124
H -4.1635 -1.0995 2.6194
H -4.4800 -2.7175 0.7391
H -2.7229 -2.9213 -1.0297
H -0.7599 -1.4097 -1.0081
C -5.5124 3.1716 -1.8894
C -4.1259 3.4237 -1.3459
C -3.9250 4.4606 -0.4207
C -2.6431 4.7282 0.0846
C -1.5552 3.9717 -0.2929
C -1.7177 2.8110 -1.1679
O -0.7966 1.9874 -1.3680
C -3.0500 2.6558 -1.7517
H -5.5194 2.2545 -2.4868
H -6.2387 3.0630 -1.0741
H -5.8518 4.0027 -2.5223
H -4.7803 5.0597 -0.1031
H -2.4962 5.5456 0.7902
H -0.5526 4.1655 0.0881
H -3.1805 1.8520 -2.4817

Atoms 1-6, force components in eV/Å:
C 0.2150 0.7448 0.0170
N -0.6689 -1.1170 -0.1565
C -0.6961 0.1838 0.0948
C 0.0369 0.0833 0.2601
N 0.4836 -0.0014 -0.2029
C 0.3250 -0.0817 0.0228

The HOMO-LUMO gap comes out at 2.926 eV. The charge is 0. For the LUMO energy, the calculation gives -1.93 eV.